CH2S3 in the gas phase at a distorted geometry, computed with ωB97M-V/def2-TZVPD.

The geometry in XYZ format:
```
6
Properties=species:S:1:pos:R:3
C -1.68807 0.03422 -0.27388
S -2.92957 -0.74440 0.38120
S 0.32488 -0.90826 -0.01917
S -1.45136 1.65917 -0.63846
H -0.13995 -1.64511 -1.04525
H -0.17840 1.51200 -0.80301
```

Computed properties:
E_tot = -33573.208 eV
M = 110.23 u
structure (SMILES) = S=C(S)S
frontier orbital gap = 7.921 eV
E_HOMO = -8.89 eV
relative energy (zero: lowest compared OMol25 entry of this formula, charge and spin) = 157.0 kJ/mol
charge = 0


CH2S3 in the gas phase at a distorted geometry, computed with ωB97M-V/def2-TZVPD.

The geometry in XYZ format:
```
6
Properties=species:S:1:pos:R:3
C -0.39496 0.13636 -0.16977
S -0.54267 1.62007 0.67465
S -0.19620 1.46904 -1.32960
S 1.46238 -1.09973 0.16983
H -1.09137 -0.63920 -0.50362
H 0.76283 -1.48654 1.15851
```

Computed properties:
E_tot = -33572.920 eV
M = 110.23 u
structure (SMILES) = SC1SS1
frontier orbital gap = 8.523 eV
E_HOMO = -8.82 eV
relative energy (zero: lowest compared OMol25 entry of this formula, charge and spin) = 184.8 kJ/mol
charge = 0


17 unconnected molecules or ions with the total composition CH37N2O16 at a distorted geometry, computed with ωB97M-V/def2-TZVPD.

The geometry in XYZ format:
```
56
Properties=species:S:1:pos:R:3
N -0.21009 -0.45154 -0.09496
C 0.88981 -0.86964 -0.91375
N 1.98134 -1.34129 -0.35076
H -0.21493 -0.63426 0.84121
H -0.98606 -0.01576 -0.54700
H 0.73137 -0.74256 -1.95421
H 2.66796 -1.56529 -0.92134
H 2.02522 -1.52952 0.58397
H -1.71074 -2.65710 -2.25810
H -1.91109 -1.08587 -2.06083
O -2.13129 -2.01223 -1.69969
H 3.91751 -1.19015 -2.82125
H 2.96405 -2.27440 -3.32688
O 3.11045 -1.59015 -2.73527
H -1.25775 1.87082 0.19500
H -1.56395 1.44903 1.68948
O -1.82875 1.43611 0.70332
H -0.47046 0.34076 2.77059
H -1.67532 0.94198 3.42666
O -0.84551 1.19733 3.06415
H 1.89253 0.98718 1.37428
H 1.49499 1.99937 2.63525
O 2.08066 1.77678 1.89002
H -1.90767 -3.38172 0.93694
H -1.54263 -2.41265 -0.26791
O -1.19482 -2.88089 0.54617
H 2.89595 -0.77153 3.16031
H 2.15972 -1.57444 2.13409
O 2.64378 -0.81897 2.24181
H -2.79419 -0.91145 1.54106
H -3.43819 -1.62986 2.66758
O -2.54881 -1.49788 2.26906
H 0.02651 3.19315 -1.45387
H 1.20182 2.36650 -1.84632
O 0.50707 2.85694 -2.35431
H -0.21234 1.78942 -3.68018
H -1.19759 1.39433 -4.80796
O -0.69779 1.00580 -4.02302
H -0.65779 -1.20420 3.56045
H 0.22472 -2.32191 2.89626
O 0.17570 -1.41608 3.15694
H -4.32653 2.70255 -0.84947
H -3.29915 1.85624 0.09590
O -4.12389 1.73622 -0.63966
H 0.52352 -3.41249 0.88156
H 1.71001 -4.34583 1.45837
O 1.26773 -3.53459 1.37010
H 1.31082 2.80817 0.86786
H 0.68274 4.14888 0.74355
O 0.69695 3.27336 0.22052
H -1.77925 1.08297 -2.57387
H -2.78662 0.80930 -1.54118
O -1.92691 0.57547 -1.83236
H 3.37304 1.90353 -0.69736
H 3.12165 2.63698 -2.10170
O 2.96251 1.93507 -1.56922
```

Computed properties:
E_tot = -37371.319 eV
M = 333.31 u
frontier orbital gap = 10.860 eV
E_HOMO = -13.27 eV
relative energy (zero: lowest compared OMol25 entry of this formula, charge and spin) = 174.5 kJ/mol
charge = +1


2 unconnected molecules or ions with the total composition CH3BCl2 at a distorted geometry, computed with ωB97M-V/def2-TZVPD.

The geometry in XYZ format:
```
7
Properties=species:S:1:pos:R:3
B 0.52058 -0.41291 0.61719
C -0.34074 0.13445 -0.50071
Cl -0.27542 1.55773 0.47334
Cl 0.29914 0.44093 -2.12645
H 0.29564 -0.90811 1.61531
H 1.59256 -0.47844 0.27453
H -2.09175 -0.33365 -0.35321
```

Computed properties:
E_tot = -26802.592 eV
M = 96.75 u
frontier orbital gap = 9.535 eV
E_HOMO = -10.10 eV
relative energy (zero: lowest compared OMol25 entry of this formula, charge and spin) = 375.7 kJ/mol
charge = 0